(1)
12
Properties=species:S:1:pos:R:3 method="wB97M-V/def2-TZVPD" homo_energy_ev=-9.20 homo_lumo_gap_ev=8.749 total_energy_ha=-360.45369 relative_energy_kcal_mol=135.37
C 0.986 1.180 -1.357
C 0.221 0.315 -0.426
C -1.326 0.247 -0.250
O -1.440 -1.180 -0.197
C -0.644 -0.928 0.909
O -0.777 -1.824 1.907
N 0.681 -0.485 0.467
H 2.057 1.002 -1.243
H 0.690 0.982 -2.394
H 0.765 2.233 -1.155
H -1.177 0.140 1.224
H -0.037 -1.682 2.516


(2)
106
Properties=species:S:1:pos:R:3 method="wB97M-V/def2-TZVPD" homo_energy_ev=-7.97 homo_lumo_gap_ev=6.652 total_energy_ha=-4974.35690 relative_energy_kcal_mol=0.00
Ti -0.714 0.788 0.117
C -1.334 3.387 -3.053
Si -0.853 3.820 -1.298
C 1.035 3.901 -1.281
C -1.397 5.606 -1.035
C -1.602 2.656 0.008
Si -3.473 2.325 -0.428
C -4.417 1.667 1.055
C -4.371 3.926 -0.864
C -3.655 1.253 -1.947
Si -1.527 3.445 1.704
C 0.036 4.435 2.051
C -2.912 4.547 2.295
C -1.354 1.963 2.878
C -1.830 1.832 4.174
C -1.531 0.693 4.906
C -0.742 -0.292 4.337
C -0.305 -0.116 3.039
N -0.608 0.977 2.331
H -0.671 3.940 -3.725
H -2.357 3.685 -3.286
H -1.225 2.324 -3.261
H 1.452 3.263 -2.064
H 1.330 4.929 -1.507
H 1.499 3.637 -0.334
H -0.892 6.205 -1.799
H -1.117 6.021 -0.066
H -2.468 5.747 -1.163
H -5.015 2.459 1.512
H -3.807 1.195 1.823
H -5.101 0.894 0.701
H -4.245 4.727 -0.136
H -5.435 3.667 -0.884
H -4.114 4.307 -1.853
H -2.945 0.429 -2.017
H -3.586 1.854 -2.853
H -4.649 0.803 -1.913
H 0.069 5.372 1.494
H 0.953 3.894 1.827
H 0.047 4.686 3.115
H -2.989 5.440 1.671
H -2.664 4.880 3.307
H -3.884 4.060 2.320
H -2.443 2.616 4.599
H -1.916 0.570 5.910
H -0.499 -1.203 4.864
H 0.268 -0.881 2.532
F -2.188 -1.812 -1.408
Te -2.983 -1.933 0.445
F -3.898 -1.379 2.052
F -1.481 -2.263 1.767
F -4.520 -1.115 -0.383
F -0.276 0.729 -1.619
O -2.142 -0.183 0.491
N 6.763 2.600 0.356
C 5.658 2.291 0.366
C 4.268 1.902 0.381
C 3.677 1.359 -0.749
C 2.340 1.014 -0.688
N 1.594 1.176 0.410
C 2.185 1.666 1.505
C 3.511 2.051 1.535
H 4.236 1.212 -1.662
H 1.831 0.609 -1.547
H 1.567 1.760 2.385
H 3.944 2.456 2.439
C 1.167 -6.131 -0.617
Si -0.180 -4.825 -0.443
C -1.093 -5.265 1.129
C -1.326 -4.963 -1.915
Sb 0.811 -2.444 -0.423
Si 2.865 -3.106 0.963
C 3.626 -1.518 1.627
C 4.220 -4.042 0.070
C 2.252 -4.074 2.453
Si 1.668 -2.541 -2.838
C 3.059 -1.306 -3.138
C 0.190 -2.039 -3.864
C 2.350 -4.193 -3.402
H 0.718 -7.030 -1.049
H 1.578 -6.405 0.356
H 1.987 -5.827 -1.263
H -1.444 -6.297 1.025
H -1.950 -4.628 1.340
H -0.428 -5.228 1.993
H -1.877 -5.906 -1.868
H -0.757 -4.962 -2.847
H -2.035 -4.135 -1.951
H 3.968 -0.868 0.820
H 4.488 -1.742 2.262
H 2.898 -0.969 2.230
H 4.575 -3.477 -0.794
H 3.896 -5.022 -0.276
H 5.066 -4.183 0.750
H 1.279 -3.703 2.783
H 2.956 -3.967 3.283
H 2.147 -5.138 2.241
H 2.696 -0.279 -3.189
H 3.508 -1.535 -4.109
H 3.849 -1.368 -2.386
H -0.212 -1.094 -3.494
H -0.614 -2.773 -3.804
H 0.469 -1.917 -4.915
H 3.203 -4.504 -2.797
H 2.695 -4.076 -4.434
H 1.608 -4.992 -3.386